No. 1
C37H36N4O4STi as an isolated structure. Source: the Open Molecules 2025 dataset; level of theory: ωB97M-V with the def2-TZVPD basis set.

The geometry in XYZ format:
```
83
C37H36N4O4STi | the Open Molecules 2025 dataset | ωB97M-V with the def2-TZVPD basis set
Ti -0.986 -0.880 -0.648
S 0.767 2.035 0.254
O -1.006 -1.278 1.203
O -0.616 1.193 -3.271
O -2.704 -1.167 -1.448
O -0.522 -1.011 -3.010
N -1.657 -3.461 -0.419
N 0.700 0.461 0.062
N -1.694 0.881 1.461
N -2.072 0.653 0.200
C 1.973 1.911 4.324
C 0.668 0.248 5.832
C 1.968 2.850 -2.071
C -0.214 -1.183 4.057
C 0.747 -2.182 -0.803
C -1.074 -0.205 1.931
C -3.576 1.073 -1.585
C 4.564 2.313 -1.252
C -4.443 1.940 -2.272
C 1.967 -1.767 -1.360
C 1.427 1.473 2.941
C 0.613 1.466 4.986
C 3.125 -2.528 -1.309
C 0.769 -3.473 -0.247
C 1.618 3.807 2.144
C -0.430 0.934 -4.658
C -2.907 -3.666 0.276
C -3.425 -0.276 -2.072
C -2.929 1.456 -0.385
C 3.004 2.976 -2.966
C 1.454 2.477 1.859
C -4.147 -0.639 -3.217
C 1.925 -4.240 -0.166
C 2.268 3.359 4.445
C 3.119 -3.759 -0.675
C -4.981 0.253 -3.882
C 2.033 4.233 3.428
C -0.493 -0.118 3.242
C 2.223 2.469 -0.755
C 0.019 1.233 3.585
C -1.734 -3.977 -1.769
C -0.528 -4.040 0.286
C -5.129 1.545 -3.405
C -0.631 0.094 -2.455
C 3.533 2.211 -0.343
C 0.335 -0.975 5.350
C 4.313 2.698 -2.566
H 4.045 -2.156 -1.755
H 1.508 -0.020 0.450
H 0.553 0.476 -4.814
H 3.724 1.928 0.682
H 2.811 1.301 4.690
H 1.859 0.524 2.609
H 1.503 4.539 1.357
H 0.434 -1.841 5.997
H -0.494 1.890 -5.177
H -5.772 2.245 -3.929
H -0.679 2.006 3.263
H -4.573 2.947 -1.892
H -1.202 0.249 -5.025
H 0.140 2.296 5.524
H 2.801 3.259 -3.991
H 2.210 5.292 3.583
H -3.683 -3.096 -0.235
H 2.628 3.701 5.410
H -5.520 -0.066 -4.768
H -0.786 -3.801 -2.275
H -3.200 -4.739 0.303
H 5.574 2.064 -0.949
H -2.514 -3.441 -2.307
H 2.021 -0.797 -1.855
H 1.887 -5.222 0.299
H 1.026 0.363 6.851
H -0.473 -2.186 3.740
H -3.218 2.381 0.120
H -0.614 -3.787 1.348
H 4.035 -4.335 -0.593
H -2.817 -3.291 1.294
H -0.524 -5.151 0.195
H 5.121 2.760 -3.282
H -1.955 -5.066 -1.771
H -4.029 -1.651 -3.588
H 0.940 3.005 -2.365
```

Results
* electronic energy: -3199.07316 a.u.
* expectation value of S²: 2.083
* charge: -2
* strongest force on any atom: 2.298 eV/Å
* highest occupied orbital energy (spin up / spin down): 0.85 / -1.51 eV
* orbital gap (spin up / spin down): 3.7 / 6.0 eV
* 2S+1: 3

---

No. 2
An isolated ion of composition C2H5NO2 and charge +1. Source: the Open Molecules 2025 dataset; level of theory: ωB97M-V with the def2-TZVPD basis set.

The geometry in XYZ format:
```
10
C2H5NO2 | the Open Molecules 2025 dataset | ωB97M-V with the def2-TZVPD basis set
O 0.417 -0.001 -1.793
O -1.703 -0.132 -0.380
N 0.654 0.133 0.487
C -0.803 -0.067 0.693
C 1.128 0.175 -0.823
H 1.241 0.434 1.264
H 2.190 0.000 -0.798
H -1.146 -0.257 -1.195
H -1.166 0.754 1.320
H -0.813 -1.039 1.226
```

Results
* electronic energy: -284.05835 a.u.
* expectation value of S²: 0.762
* charge: +1
* strongest force on any atom: 3.479 eV/Å
* highest occupied orbital energy (spin up / spin down): -17.08 / -16.78 eV
* orbital gap (spin up / spin down): 12.6 / 6.9 eV
* 2S+1: 2

---

No. 3
One molecule with the formula C5H8N2. Source: the Open Molecules 2025 dataset; level of theory: ωB97M-V with the def2-TZVPD basis set.

The geometry in XYZ format:
```
15
C5H8N2 | the Open Molecules 2025 dataset | ωB97M-V with the def2-TZVPD basis set
N 1.216 0.978 -0.117
N 2.647 -0.600 0.196
C 1.354 -0.491 -0.087
C -2.329 -0.146 0.061
C -0.846 0.054 -0.002
C 0.104 -1.046 -0.117
C -0.206 1.244 0.063
H -2.658 -0.772 -0.776
H -2.613 -0.666 0.984
H -0.583 2.257 0.034
H -0.135 -2.093 0.007
H -2.871 0.803 0.021
H 3.059 -1.511 0.339
H 1.524 1.316 -1.031
H 2.314 0.759 0.480
```

Results
* electronic energy: -304.71207 a.u.
* charge: 0
* strongest force on any atom: 0.269 eV/Å
* highest occupied orbital energy: -7.03 eV
* orbital gap: 8.0 eV

---

No. 4
A 2-piece molecular cluster, C3H11N2 overall. Source: the Open Molecules 2025 dataset; level of theory: ωB97M-V with the def2-TZVPD basis set.

The geometry in XYZ format:
```
16
C3H11N2 | the Open Molecules 2025 dataset | ωB97M-V with the def2-TZVPD basis set
N -0.882 0.269 -0.264
N 1.492 -0.792 0.356
C 1.864 0.313 -0.483
C -1.628 -0.513 0.843
C -1.569 1.205 -0.831
H -2.316 0.206 1.506
H -1.265 1.282 -2.021
H -2.152 -1.169 0.235
H 2.316 -0.107 -1.464
H 2.536 0.990 -0.061
H 1.705 -0.568 1.331
H 1.779 -1.757 0.189
H -2.314 1.713 -0.237
H 1.038 0.931 -0.758
H 0.422 -0.755 0.105
H -1.026 -1.246 1.557
```

Results
* electronic energy: -230.05917 a.u.
* charge: +1
* strongest force on any atom: 4.863 eV/Å
* highest occupied orbital energy: -14.28 eV
* orbital gap: 10.9 eV

---

No. 5
One molecule with the formula C22H31N3O2. Source: the Open Molecules 2025 dataset; level of theory: ωB97M-V with the def2-TZVPD basis set.

The geometry in XYZ format:
```
58
C22H31N3O2 | the Open Molecules 2025 dataset | ωB97M-V with the def2-TZVPD basis set
O -1.759 0.216 2.004
O 4.014 1.412 1.130
N -2.425 0.913 -0.070
N -0.240 1.183 0.642
N 3.589 1.387 -1.073
C 0.950 -2.498 -0.120
C -4.583 1.008 -1.092
C 3.817 -1.986 0.481
C 0.339 1.403 -0.663
C 2.813 -2.466 1.528
C 4.063 -0.921 -1.829
C 1.879 -1.788 -1.056
C 3.329 1.773 0.194
C 2.169 2.757 0.393
C 0.765 1.141 1.687
C 1.516 2.467 1.750
C -3.757 0.494 -0.094
C -6.436 -0.306 -0.290
C -5.606 -0.815 0.698
C -1.497 0.719 0.930
C 1.735 -3.331 0.888
C 3.163 -1.564 -0.804
C 4.631 0.436 -1.389
C -5.901 0.613 -1.186
C 1.075 2.745 -0.677
C -7.867 -0.737 -0.409
C -4.283 -0.429 0.803
H 1.468 2.956 -1.674
H 5.236 0.328 -0.488
H 2.342 -1.605 2.005
H 3.338 -3.025 2.306
H 1.479 0.334 1.484
H 5.258 0.844 -2.188
H -0.418 1.376 -1.448
H 1.062 -3.726 1.651
H -3.657 -0.828 1.583
H 4.530 -2.787 0.254
H 4.386 -1.151 0.893
H 2.633 3.752 0.425
H 2.984 1.661 -1.828
H 1.451 -1.482 -2.004
H 1.054 0.592 -0.863
H -4.185 1.725 -1.799
H 0.363 3.539 -0.439
H -2.191 1.567 -0.802
H 0.256 0.932 2.629
H 2.203 -4.175 0.376
H -6.526 1.024 -1.966
H 3.511 -0.789 -2.764
H -8.182 -1.284 0.476
H 0.275 -3.136 -0.696
H 0.325 -1.771 0.411
H -5.999 -1.531 1.406
H -7.996 -1.385 -1.277
H 2.289 2.402 2.516
H 0.827 3.272 2.010
H 4.909 -1.583 -2.028
H -8.519 0.125 -0.539
```

Results
* electronic energy: -1171.72817 a.u.
* SMILES string: Cc1ccc(NC(=O)N2CCC(C(=O)NCCC3=CCCCC3)CC2)cc1
* charge: 0
* strongest force on any atom: 0.545 eV/Å
* highest occupied orbital energy: -7.99 eV
* orbital gap: 8.4 eV

---

No. 6
A 2-piece molecular cluster, C4H12 overall. Source: the Open Molecules 2025 dataset; level of theory: ωB97M-V with the def2-TZVPD basis set.

The geometry in XYZ format:
```
16
C4H12 | the Open Molecules 2025 dataset | ωB97M-V with the def2-TZVPD basis set
C -0.842 -2.255 1.350
C 0.048 1.879 -0.078
C -0.208 -2.105 -0.047
C 1.007 2.453 -1.159
H -0.910 -2.113 -0.882
H -0.557 -1.449 2.008
H 0.561 -2.840 -0.291
H 1.914 1.898 -1.200
H 1.223 3.486 -0.926
H 0.304 -1.142 -0.139
H 0.489 1.087 0.524
H -0.601 -3.225 1.753
H -0.236 2.682 0.599
H -0.842 1.488 -0.565
H 0.571 2.378 -2.154
H -1.922 -2.221 1.209
```

Results
* electronic energy: -159.57340 a.u.
* SMILES string: CC.CC
* charge: 0
* strongest force on any atom: 1.441 eV/Å
* highest occupied orbital energy: -11.79 eV
* orbital gap: 13.0 eV

---

No. 7
One molecule with the formula C2H2N4O. Source: the Open Molecules 2025 dataset; level of theory: ωB97M-V with the def2-TZVPD basis set.

The geometry in XYZ format:
```
9
C2H2N4O | the Open Molecules 2025 dataset | ωB97M-V with the def2-TZVPD basis set
O 1.144 -1.418 1.303
N -1.022 -0.865 0.430
N -0.723 0.957 -1.118
N -1.477 0.093 -0.411
N 0.545 1.194 -0.899
C 1.029 0.437 0.112
C 0.449 -0.539 0.735
H 1.983 0.694 0.361
H -1.264 1.604 -1.882
```

Results
* electronic energy: -371.51816 a.u.
* SMILES string: O=c1cn[nH]nn1
* charge: 0
* strongest force on any atom: 10.986 eV/Å
* highest occupied orbital energy: -9.83 eV
* orbital gap: 8.8 eV

---

No. 8
C29H27N5O3SScTe as an isolated structure. Source: the Open Molecules 2025 dataset; level of theory: ωB97M-V with the def2-TZVPD basis set.

The geometry in XYZ format:
```
67
C29H27N5O3SScTe | the Open Molecules 2025 dataset | ωB97M-V with the def2-TZVPD basis set
Te -1.875 -1.701 2.092
Sc -0.153 -0.321 0.341
S -4.126 -2.682 -0.156
O -0.243 1.009 1.827
O -3.424 4.941 -1.925
O -1.169 0.992 -0.610
N 2.748 -2.680 2.479
N 1.062 -0.737 -1.491
N 1.820 -1.658 -3.347
N 0.259 -3.069 -0.273
N 1.684 -1.175 1.265
C 4.163 -1.088 3.872
C -3.786 -5.179 0.225
C 2.825 0.851 2.270
C -2.904 4.116 -1.018
C 2.573 0.475 -4.520
C 2.029 -0.295 -3.501
C -2.898 -3.155 0.959
C -2.845 -4.515 1.060
C -3.308 4.603 -3.301
C -3.089 4.508 0.328
C 1.546 0.278 -2.318
C 3.233 -1.454 2.908
C 1.050 -3.547 0.856
C -1.540 1.971 3.534
C 3.750 1.218 3.227
C 2.559 -0.508 2.126
C -4.540 -4.312 -0.499
C 4.402 0.264 4.018
C -1.165 1.841 2.094
C 2.168 2.418 -3.115
C 2.631 1.837 -4.302
C 1.246 -1.857 -2.140
C -1.832 2.569 1.067
C -2.238 2.943 -1.316
C -2.576 3.748 1.330
C -1.715 2.137 -0.296
C 1.618 1.652 -2.107
C 0.870 -3.201 -1.592
C 1.836 -2.453 1.510
H 2.930 0.039 -5.444
H -3.869 5.364 -3.835
H -2.165 -5.028 1.729
H -5.330 -4.532 -1.200
H -2.116 2.592 -2.332
H 1.250 2.092 -1.189
H 2.325 1.584 1.653
H 5.116 0.595 4.760
H -0.662 1.815 4.159
H -2.249 1.164 3.743
H -2.265 4.622 -3.623
H -2.720 4.077 2.349
H 0.171 -3.669 -2.288
H -0.637 -3.540 -0.260
H -3.893 -6.253 0.174
H 2.041 -2.372 -4.019
H -2.011 2.916 3.777
H 1.766 -3.831 -1.563
H 1.732 -4.357 0.571
H -3.636 5.419 0.524
H 2.244 3.490 -2.991
H -3.739 3.622 -3.506
H 4.676 -1.820 4.481
H 0.361 -3.936 1.609
H 3.003 -3.578 2.852
H 3.048 2.476 -5.069
H 3.981 2.264 3.375
```

Results
* electronic energy: -3047.75601 a.u.
* charge: +1
* strongest force on any atom: 2.098 eV/Å
* highest occupied orbital energy: -9.66 eV
* orbital gap: 7.0 eV

---

Question: Among the records above, which one has the lowest electronic energy?
Answer: C37H36N4O4STi

---

Question: charge of number 7 (C2H2N4O)?
Answer: 0

---

Question: Number 4 is which compound?
Answer: C3H11N2